{"formula": "C47H42GeN2NiP2Se", "method": "ωB97M-V/def2-TZVPD", "total_charge": 1, "orbital_gap_ev": [5.7, 5.9], "lumo_ev": [-4.757, -4.480], "e_homo_ev": [-10.428, -10.349], "de_lowest_kcal_mol": 48.7, "multiplicity": 2, "species": ["Se", "Ge", "Ni", "P", "P", "N", "N", "C", "C", "C", "C", "C", "C", "C", "C", "C", "C", "C", "C", "C", "C", "C", "C", "C", "C", "C", "C", "C", "C", "C", "C", "C", "C", "C", "C", "C", "C", "C", "C", "C", "C", "C", "C", "C", "C", "C", "C", "C", "C", "C", "C", "C", "C", "C", "H", "H", "H", "H", "H", "H", "H", "H", "H", "H", "H", "H", "H", "H", "H", "H", "H", "H", "H", "H", "H", "H", "H", "H", "H", "H", "H", "H", "H", "H", "H", "H", "H", "H", "H", "H", "H", "H", "H", "H", "H", "H"], "xyz": [[0.94, 0.73, 1.96], [2.39, -0.13, -0.75], [0.16, 0.33, -0.17], [-1.70, 1.67, -0.29], [-1.56, -1.12, -0.23], [-2.62, 0.22, -0.07], [0.04, -0.51, 6.38], [-1.67, -2.12, 1.28], [4.04, -2.92, -3.44], [-0.41, -3.40, 2.91], [-1.19, 3.82, 1.30], [-0.45, -2.61, 1.77], [-3.34, 2.99, -3.76], [-3.07, -4.27, -2.35], [-3.68, 3.51, -1.05], [-4.07, 0.17, -0.27], [-4.50, 4.13, -1.98], [-1.59, -3.71, 3.57], [3.65, 3.70, -2.05], [-1.14, 4.54, 2.48], [0.62, 2.13, -5.49], [3.01, 3.89, -3.24], [-3.54, -3.65, -3.50], [-2.34, -2.15, -1.50], [0.94, 0.80, -3.51], [-2.70, 2.62, -1.47], [-2.57, 2.16, 2.37], [3.05, -3.88, -3.59], [3.42, 2.52, -1.31], [-2.85, -2.44, 1.95], [-1.90, 2.62, 1.25], [0.49, 0.22, 3.75], [-0.90, -0.68, 5.46], [2.57, 1.55, -1.77], [1.63, -2.65, -2.10], [2.11, 2.92, -3.75], [0.35, 0.98, -4.73], [-4.33, 3.87, -3.34], [1.86, 1.75, -2.99], [-2.52, 2.37, -2.83], [-2.81, -3.23, 3.08], [2.62, -1.68, -1.95], [-2.47, -3.52, -1.35], [-2.79, -1.53, -2.67], [1.48, 0.40, 4.71], [1.47, 3.09, -5.00], [1.20, 0.02, 6.02], [3.92, -0.24, 0.50], [3.83, -1.82, -2.62], [-0.72, -0.34, 4.13], [1.85, -3.75, -2.92], [-3.40, -2.28, -3.66], [-2.53, 2.90, 3.54], [-1.80, 4.07, 3.60], [2.43, 0.84, 4.45], [-3.80, -2.08, 1.58], [-5.26, 4.82, -1.65], [3.23, -4.74, -4.23], [-3.17, -5.34, -2.24], [-4.57, 0.80, 0.47], [0.15, 2.26, -6.45], [-3.79, -1.80, -4.55], [3.19, 4.79, -3.82], [-3.73, -3.48, 3.60], [-0.68, 4.17, 0.41], [4.99, -3.03, -3.95], [-3.12, 1.22, 2.33], [-1.74, 4.63, 4.53], [3.94, 2.38, -0.37], [-4.97, 4.35, -4.06], [3.96, 0.60, 1.20], [3.85, -1.16, 1.08], [-3.20, 2.80, -4.82], [0.71, -0.09, -2.92], [-1.83, -1.11, 5.80], [-3.82, 3.72, 0.01], [1.67, 3.98, -5.58], [4.34, 4.44, -1.67], [-1.74, 1.70, -3.15], [-4.42, -0.86, -0.17], [0.53, -3.77, 3.27], [-0.57, 5.47, 2.52], [0.46, -2.37, 1.24], [1.95, 0.14, 6.79], [-4.37, 0.53, -1.26], [-4.01, -4.24, -4.28], [-1.51, -0.51, 3.40], [4.84, -0.26, -0.09], [4.60, -1.07, -2.50], [0.69, -2.55, -1.56], [-2.11, -4.01, -0.45], [-2.66, -0.46, -2.80], [-1.57, -4.32, 4.46], [1.08, -4.50, -3.03], [-0.33, 0.23, -5.12], [-3.06, 2.54, 4.42]], "mulliken_spin": [0.144, -0.105, 0.867, -0.014, 0.067, -0.011, 0.012, 0.009, -0.003, -0.002, 0.006, -0.003, -0.001, -0.004, -0.001, -0.001, -0.001, 0.000, 0.001, 0.003, 0.001, -0.010, 0.006, 0.013, 0.015, 0.011, -0.003, 0.001, 0.002, 0.001, 0.019, 0.004, -0.006, -0.041, 0.026, 0.001, -0.001, 0.001, 0.018, 0.004, 0.000, -0.046, 0.008, 0.001, 0.010, -0.001, -0.004, 0.006, -0.019, 0.004, 0.002, -0.004, -0.002, 0.002, 0.002, 0.000, 0.000, 0.000, 0.000, 0.001, 0.000, 0.000, 0.000, 0.000, -0.001, 0.000, 0.001, 0.000, 0.000, 0.000, 0.001, 0.000, 0.000, 0.002, 0.000, 0.000, 0.000, -0.001, 0.005, -0.001, 0.000, 0.000, 0.009, 0.000, 0.000, 0.001, 0.001, -0.004, 0.000, -0.002, 0.002, 0.003, 0.000, 0.000, 0.000, 0.000]}

=====

{"formula": "C43H57AsBaN8O4S3Sb2", "method": "ωB97M-V/def2-TZVPD", "total_charge": -1, "orbital_gap_ev": [6.6, 6.0], "lumo_ev": [2.102, 1.062], "e_homo_ev": [-4.467, -4.954], "de_lowest_kcal_mol": 22.7, "multiplicity": 2, "species": ["Ba", "Sb", "Sb", "As", "S", "S", "S", "O", "O", "O", "O", "N", "N", "N", "N", "N", "N", "N", "N", "C", "C", "C", "C", "C", "C", "C", "C", "C", "C", "C", "C", "C", "C", "C", "C", "C", "C", "C", "C", "C", "C", "C", "C", "C", "C", "C", "C", "C", "C", "C", "C", "C", "C", "C", "C", "C", "C", "C", "C", "C", "C", "C", "H", "H", "H", "H", "H", "H", "H", "H", "H", "H", "H", "H", "H", "H", "H", "H", "H", "H", "H", "H", "H", "H", "H", "H", "H", "H", "H", "H", "H", "H", "H", "H", "H", "H", "H", "H", "H", "H", "H", "H", "H", "H", "H", "H", "H", "H", "H", "H", "H", "H", "H", "H", "H", "H", "H", "H", "H"], "xyz": [[-0.99, 0.35, -0.36], [-0.13, 1.40, 4.98], [-2.43, 3.39, 0.87], [2.01, 2.04, -0.65], [-0.63, 2.19, 1.84], [-2.52, 2.65, -1.35], [-4.35, 2.83, 1.99], [1.14, -3.17, -1.52], [2.60, -5.20, -0.87], [0.55, -1.17, -0.71], [3.68, -5.73, 1.00], [-3.16, -1.66, -0.26], [1.60, -1.79, 1.78], [-2.05, -0.88, -2.72], [-3.07, -1.75, 2.05], [-4.97, -0.87, 1.04], [-1.19, -2.69, -4.00], [2.83, -3.53, 2.33], [-0.16, -0.62, -4.03], [2.27, 4.95, -0.43], [-5.85, -2.69, -2.66], [4.04, 1.94, -2.88], [3.26, 2.16, 0.85], [1.09, -2.32, -0.60], [-1.74, -3.74, -3.17], [2.29, -2.36, 2.75], [-1.89, -2.60, 1.98], [1.54, 5.43, -3.07], [3.73, 1.66, 3.17], [4.95, 1.27, -3.69], [-0.18, 0.81, -3.77], [4.52, 2.74, 0.73], [1.99, 3.88, -1.27], [1.87, 6.49, -2.24], [2.48, -3.73, 1.03], [-3.35, -1.45, -2.67], [-3.92, -1.84, -1.45], [-2.12, 2.09, 5.30], [2.97, -4.98, 0.37], [2.87, 1.61, 2.07], [5.37, 2.79, 1.82], [4.97, 2.26, 3.05], [1.60, 4.13, -2.59], [-1.11, -2.98, -5.42], [0.19, 1.20, 7.14], [2.21, 6.25, -0.91], [-5.83, -1.17, 2.16], [2.50, -1.81, 4.12], [5.17, -0.09, -3.52], [1.17, -1.22, -4.20], [-4.09, -1.60, -3.84], [-5.34, -2.20, -3.85], [-1.19, -1.39, -3.55], [0.84, 3.31, 5.00], [3.56, -0.11, -1.74], [-3.74, -1.44, 0.89], [-5.15, -2.51, -1.48], [-2.98, -0.71, 3.10], [4.48, -0.78, -2.53], [-5.54, 0.03, 0.04], [1.72, -2.64, 0.70], [3.32, 1.26, -1.90], [-3.19, -1.13, 4.09], [-3.67, 0.10, 2.91], [2.53, 4.77, 0.60], [-1.70, -3.44, -2.12], [3.36, -1.14, 4.13], [-5.37, -1.91, 2.81], [-0.40, -3.79, -5.62], [-3.66, -1.22, -4.76], [0.29, 1.34, -4.60], [0.38, 1.07, -2.86], [-5.88, 0.94, 0.53], [5.50, 1.81, -4.45], [-0.33, 0.32, 7.54], [-1.13, -4.64, -3.29], [1.62, -1.25, 4.42], [-0.19, 2.10, 7.65], [-6.05, -0.27, 2.75], [1.25, 5.61, -4.10], [-1.20, 1.17, -3.65], [1.89, 1.15, 2.17], [-4.80, 0.32, -0.70], [0.46, 3.89, 5.85], [-1.79, -3.14, 2.93], [2.44, 7.08, -0.25], [3.41, 1.24, 4.11], [1.26, 1.10, 7.37], [-5.54, -2.90, -0.55], [-2.64, 1.36, 5.93], [2.01, -4.44, -1.19], [4.84, 3.15, -0.22], [5.63, 2.31, 3.91], [3.02, -0.65, -0.97], [-6.81, -3.20, -2.64], [-0.98, -2.03, 1.83], [-5.88, -2.30, -4.78], [-2.08, 3.05, 5.81], [-2.78, -3.98, -3.43], [-2.09, -3.28, -5.81], [1.84, 7.51, -2.62], [-6.39, -0.45, -0.47], [-6.78, -1.57, 1.79], [-2.66, 2.20, 4.35], [1.38, -1.94, -3.42], [1.28, -1.71, -5.17], [4.65, -1.84, -2.38], [-2.00, -3.31, 1.17], [-1.97, -0.29, 3.11], [-0.79, -2.09, -5.96], [1.92, 3.19, 5.09], [0.62, 3.83, 4.06], [1.32, 3.30, -3.24], [3.41, -4.18, 2.84], [5.88, -0.62, -4.15], [6.35, 3.25, 1.72], [3.89, 3.00, -3.03], [1.91, -0.41, -4.15], [2.68, -2.62, 4.84]], "mulliken_spin": [0.114, 0.011, 0.320, -0.004, 0.122, 0.180, 0.309, -0.001, 0.000, -0.015, 0.000, -0.021, 0.006, 0.005, -0.002, 0.009, 0.001, 0.000, -0.001, 0.001, -0.001, 0.000, 0.001, 0.004, -0.001, 0.003, -0.004, 0.001, 0.003, 0.000, 0.012, 0.000, 0.001, -0.001, 0.001, -0.012, -0.017, 0.004, 0.000, -0.027, 0.000, 0.000, -0.005, 0.000, 0.002, 0.001, -0.004, -0.001, 0.000, 0.000, -0.012, 0.000, 0.006, 0.002, 0.001, -0.005, 0.009, -0.026, 0.000, -0.009, 0.005, -0.001, -0.001, 0.018, -0.002, 0.000, 0.000, -0.001, 0.000, 0.000, 0.002, -0.011, 0.001, 0.000, 0.000, 0.000, 0.000, 0.000, 0.005, 0.000, -0.001, 0.008, 0.010, 0.000, 0.000, 0.000, 0.000, 0.000, 0.001, 0.000, 0.000, 0.000, 0.000, -0.001, 0.000, 0.008, 0.000, 0.000, 0.000, 0.000, 0.000, 0.001, -0.001, -0.004, 0.000, 0.000, 0.000, 0.000, 0.007, 0.000, 0.000, -0.004, 0.000, 0.000, 0.000, 0.000, 0.000, 0.000, 0.000]}

=====

{"formula": "C6H11NO2", "method": "ωB97M-V/def2-TZVPD", "orbital_gap_ev": 9.8, "lumo_ev": 0.630, "e_homo_ev": -9.171, "de_lowest_kcal_mol": 47.1, "species": ["O", "O", "N", "C", "C", "C", "C", "C", "C", "H", "H", "H", "H", "H", "H", "H", "H", "H", "H", "H"], "xyz": [[1.48, -1.58, -0.07], [2.11, 0.26, 1.31], [1.00, 1.92, 0.20], [-0.94, -1.56, 1.32], [0.70, -0.51, -0.35], [-1.87, 0.46, 0.20], [-0.78, -0.53, 0.51], [0.47, -0.25, -1.83], [1.21, 0.62, 0.50], [-0.17, 0.61, -2.02], [-2.13, 0.45, -0.86], [-2.77, 0.22, 0.77], [0.42, 2.17, -0.58], [1.30, 2.61, 0.87], [-0.15, -2.28, 1.46], [-1.57, 1.47, 0.47], [1.43, -0.10, -2.31], [0.01, -1.14, -2.25], [-1.88, -1.77, 1.80], [2.13, -1.05, 0.84]], "lowdin_charge": [-0.089, 0.046, 0.212, 0.064, -0.520, -0.074, -0.243, -0.002, -0.424, 0.066, 0.076, 0.079, 0.105, 0.127, 0.068, 0.066, 0.093, 0.097, 0.065, 0.189]}

=====

{"formula": "C2H13BN3Sn", "method": "ωB97M-V/def2-TZVPD", "total_charge": -1, "orbital_gap_ev": 4.5, "lumo_ev": 3.209, "e_homo_ev": -1.243, "de_lowest_kcal_mol": 0.0, "species": ["Sn", "N", "N", "N", "C", "C", "B", "H", "H", "H", "H", "H", "H", "H", "H", "H", "H", "H", "H", "H"], "xyz": [[0.54, -0.61, -0.77], [-0.36, 0.10, 1.05], [-1.57, -1.59, -0.92], [-0.18, 0.12, -2.83], [1.44, 1.45, -0.59], [-0.23, 0.01, 2.23], [-0.10, -0.03, 3.75], [1.00, -0.55, 3.99], [0.01, -0.60, -3.54], [2.07, 1.62, -1.46], [0.39, 0.94, -3.09], [-1.17, 0.38, -2.86], [-1.03, -0.59, 4.31], [-0.01, 1.14, 4.06], [-1.80, -2.07, -1.78], [1.96, 1.69, 0.34], [-1.53, -2.27, -0.15], [0.56, 2.09, -0.65], [2.29, -0.37, -0.40], [-2.28, -0.88, -0.69]], "lowdin_charge": [0.616, -0.047, -0.151, -0.093, -0.447, -0.198, -0.456, 0.011, 0.011, -0.048, 0.031, 0.018, -0.004, 0.000, -0.011, -0.027, 0.019, -0.059, -0.178, 0.012]}

=====

{"formula": "C2H3O2S2", "method": "ωB97M-V/def2-TZVPD", "total_charge": -1, "orbital_gap_ev": 7.9, "lumo_ev": 3.616, "e_homo_ev": -4.238, "de_lowest_kcal_mol": 61.4, "species": ["S", "S", "O", "O", "C", "C", "H", "H", "H"], "xyz": [[-0.61, -1.39, -0.29], [-2.83, -2.27, -0.41], [-0.61, -0.38, 0.78], [-0.48, -0.72, -1.58], [2.29, 2.14, -0.02], [1.50, 1.28, 0.28], [-3.27, -1.79, 0.82], [0.75, 0.50, 0.51], [3.26, 2.65, -0.09]], "lowdin_charge": [0.427, 0.120, -0.601, -0.567, -0.053, -0.025, -0.255, -0.048, 0.002]}

=====

{"formula": "C9H14O", "method": "ωB97M-V/def2-TZVPD", "total_charge": 1, "orbital_gap_ev": [9.7, 6.3], "lumo_ev": [-4.323, -7.780], "e_homo_ev": [-14.028, -14.036], "de_lowest_kcal_mol": 20.4, "multiplicity": 2, "species": ["O", "C", "C", "C", "C", "C", "C", "C", "C", "C", "H", "H", "H", "H", "H", "H", "H", "H", "H", "H", "H", "H", "H", "H"], "xyz": [[-2.73, -0.52, 3.70], [-2.00, -0.95, 2.66], [0.21, -1.35, 1.84], [1.51, 2.67, -1.96], [-0.63, -1.25, 2.90], [0.60, -1.45, -0.68], [-1.65, -0.95, 0.30], [-0.26, -1.28, 0.50], [2.01, 1.60, -2.93], [-2.51, -0.87, 1.33], [-1.99, -0.85, -0.72], [1.13, 1.14, -3.39], [2.69, 1.97, -3.68], [0.50, 2.40, -1.66], [-3.58, -0.80, 1.25], [1.49, 3.68, -2.39], [2.10, 2.97, -1.09], [-2.97, 0.42, 3.51], [2.46, 0.78, -2.38], [1.27, -1.53, 1.97], [-0.24, -1.28, 3.91], [1.25, -0.60, -0.84], [0.06, -1.65, -1.59], [1.29, -2.30, -0.57]], "mulliken_spin": [0.090, 0.283, 0.038, 0.000, 0.108, 0.008, 0.060, 0.245, 0.001, 0.076, 0.003, 0.000, 0.000, 0.000, 0.002, 0.000, 0.000, 0.005, 0.000, 0.003, 0.001, 0.055, 0.002, 0.019]}